A molecular structure, C6H8N2O2, computed with ωB97M-V/def2-TZVPD.

Summary:
E_HOMO in eV: -9.21
Electronic energy in a.u.: -493.21229
Relative energy (zero: lowest compared OMol25 entry of this formula, charge and spin) in kJ/mol: 615.90

Geometry (Å):
O  -2.507  2.240  -0.635
C  -2.534  1.023  -0.045
C  -2.578  0.532  1.348
N  -3.663  -0.380  1.087
C  -3.289  -0.333  -0.347
C  -1.909  -1.029  -0.456
C  -1.380  0.137  0.370
C  -0.024  0.476  0.718
N  0.740  1.386  0.946
H  -3.318  2.721  -0.435
H  -2.375  1.033  2.294
H  -3.572  -1.303  1.512
H  -4.073  -0.506  -1.089
H  -1.834  -2.044  -0.042
H  -1.524  -0.997  -1.483
O  1.739  -0.370  -0.328
H  1.973  0.734  0.149
H  1.235  -0.412  -1.148